# 1
The following is a quantum chemistry calculation of a 2-piece molecular cluster, CH7N2O overall at a distorted geometry, from OMol25.

Results
LUMO level in eV: 4.59
Spin multiplicity: 1
Charge: -1

CARTESIAN COORDINATES (ANGSTROEM)
O (0.86827, -0.21729, -2.13218)
H (1.80234, -0.22701, -2.39786)
N (-1.25219, -0.06333, -0.22290)
C (-0.66330, 0.19532, 1.06972)
N (0.80561, 0.11416, 1.03589)
H (-0.73030, -0.62968, -0.91494)
H (-1.24603, 0.78975, -0.79479)
H (-0.90358, -0.70424, 1.64262)
H (-0.93408, 1.20229, 1.41208)
H (1.14582, 0.37601, 0.10931)
H (1.10745, -0.83597, 1.19305)

Forces on the atoms, in the same order (eV/Å):
O 0.409 0.100 0.121
H -0.425 -0.066 0.016
N -1.440 1.127 -1.700
C 1.828 -1.583 -1.598
N 0.599 0.737 0.594
H 0.581 -0.143 1.113
H -0.116 -0.111 0.539
H -0.734 0.801 0.994
H -0.477 -0.605 0.334
H -0.169 -0.201 -0.207
H -0.056 -0.055 -0.207


# 2
The following is a quantum chemistry calculation of one molecule with the formula C9H13Br at a distorted geometry, from OMol25.

Results
LUMO level (spin up / spin down) in eV: 0.78 / -0.86
Spin multiplicity: 3
⟨S²⟩: 2.03

CARTESIAN COORDINATES (ANGSTROEM)
C (-0.53919, -1.36607, 0.20746)
C (-0.29100, -2.55204, 0.38203)
C (-0.12606, 1.41369, -1.17047)
C (-1.05119, -0.07005, 0.00269)
C (-0.21575, 1.24112, 0.30386)
C (-0.08940, -3.93203, 0.58796)
C (0.96002, 0.84207, -2.07331)
C (1.05256, 0.83875, 1.00018)
C (-0.87571, 2.33348, 1.07627)
Br (-2.86429, 0.06355, -0.44301)
H (-0.87144, 1.89549, -1.74586)
H (0.97869, -4.07798, 0.90388)
H (-0.05101, -4.36350, -0.47450)
H (-0.80412, -4.26917, 1.31601)
H (0.46169, 0.43975, -3.00894)
H (1.69578, 0.02986, -1.65722)
H (1.67175, 1.64629, -2.41713)
H (1.48247, 0.06557, 0.49859)
H (0.83353, 0.33000, 1.94766)
H (1.77223, 1.60688, 1.05338)
H (-1.37987, 2.05861, 1.96504)
H (-1.54695, 2.79305, 0.34520)
H (-0.20274, 3.03269, 1.40020)

Forces on the atoms, in the same order (eV/Å):
C -1.097 0.907 -0.019
C -0.353 2.536 -0.277
C 3.444 1.799 -1.563
C 0.377 -2.145 2.936
C -0.493 -2.365 -1.214
C 2.465 -0.796 -1.763
C 0.874 -0.726 -0.106
C -1.289 -0.382 1.002
C -2.217 -0.543 -2.172
Br 0.046 0.112 -0.052
H -0.929 0.568 0.045
H -1.011 -0.110 0.266
H -0.777 -0.239 1.656
H -0.224 -0.945 -0.051
H 0.707 0.297 0.973
H -1.758 1.299 -0.483
H -0.689 -0.511 0.199
H 1.504 -2.136 -1.756
H -0.040 0.803 0.255
H 0.618 1.139 0.412
H -0.830 -0.826 0.694
H -0.380 0.389 0.649
H 2.051 1.873 0.369


# 3
The following is a quantum chemistry calculation of C40H32CoN4O2 as an isolated structure at a distorted geometry, from OMol25.

Results
LUMO level (spin up / spin down) in eV: 0.15 / 0.14
Spin multiplicity: 4
⟨S²⟩: 3.76

CARTESIAN COORDINATES (ANGSTROEM)
Co (11.46138, 12.31460, 9.85477)
C (13.55939, 13.28402, 6.91562)
C (12.81747, 14.52796, 7.33032)
C (13.17394, 15.77966, 6.83161)
C (12.59796, 16.92188, 7.34442)
C (11.60663, 16.82600, 8.27565)
C (11.25253, 15.50586, 8.70763)
N (11.86751, 14.43425, 8.22036)
C (10.24504, 15.30715, 9.77356)
C (9.29552, 16.26908, 10.03827)
C (8.43858, 16.06706, 11.08655)
C (8.46559, 14.86922, 11.81779)
C (9.41803, 13.95038, 11.44103)
N (10.25422, 14.18421, 10.43517)
C (9.54698, 12.65866, 12.21242)
C (8.45483, 11.94512, 12.73635)
C (8.75341, 10.74383, 13.38186)
C (10.09206, 10.31556, 13.47851)
C (11.09280, 11.13145, 13.01265)
C (12.58052, 10.82838, 13.28988)
N (10.79637, 12.26450, 12.35262)
H (12.79978, 12.58094, 6.57445)
H (14.02491, 12.84052, 7.82319)
H (14.31753, 13.47594, 6.13673)
H (13.93914, 15.94142, 6.12976)
H (12.83441, 17.88973, 7.00259)
H (11.08626, 17.70714, 8.68023)
H (9.15070, 17.18557, 9.48402)
H (7.72882, 16.84580, 11.33944)
H (7.75525, 14.67527, 12.62605)
H (7.40562, 12.23103, 12.59283)
H (7.94967, 10.18618, 13.83066)
H (10.34338, 9.37043, 13.92684)
H (12.80620, 11.23970, 14.27991)
H (13.16374, 11.34300, 12.53421)
H (12.80485, 9.77377, 13.32360)
C (15.37488, 13.71622, 11.31119)
C (16.05670, 12.53360, 11.50899)
C (15.44053, 11.35404, 11.13305)
C (14.18282, 11.32806, 10.52506)
C (13.44339, 12.51437, 10.30775)
C (14.10996, 13.67594, 10.71995)
C (13.52409, 10.01706, 10.22260)
C (14.29467, 8.88145, 9.96820)
C (13.66977, 7.68566, 9.76806)
C (12.26416, 7.61573, 9.90437)
C (11.57298, 6.37105, 9.82681)
C (10.21004, 6.34256, 9.92117)
C (9.50913, 7.57760, 10.10060)
C (10.14372, 8.76488, 10.18299)
C (11.57444, 8.79292, 10.13277)
N (12.21383, 9.96774, 10.25749)
H (15.81314, 14.65015, 11.61263)
H (17.05062, 12.54894, 11.98523)
H (15.85561, 10.37778, 11.46827)
H (13.55523, 14.61970, 10.60394)
H (15.36494, 8.98216, 9.85654)
H (14.28984, 6.82525, 9.55735)
H (12.11767, 5.42399, 9.65165)
H (9.62913, 5.46403, 9.80938)
H (8.47679, 7.60084, 10.04633)
H (9.63257, 9.67545, 10.36337)
C (11.04729, 10.02319, 6.06713)
C (10.55581, 10.89456, 7.23060)
O (11.43353, 11.36953, 7.96683)
C (9.10819, 10.95377, 7.46319)
C (8.20908, 10.63570, 6.41771)
C (6.85543, 10.69432, 6.58653)
C (6.37773, 11.08368, 7.82508)
C (7.17340, 11.38616, 8.88784)
C (8.61937, 11.40476, 8.75833)
O (9.34333, 11.82448, 9.72017)
H (12.12608, 9.89570, 6.22563)
H (10.93852, 10.55312, 5.12968)
H (10.48976, 9.06551, 6.03170)
H (8.61586, 10.40639, 5.45190)
H (6.16885, 10.44850, 5.76045)
H (5.32156, 11.11199, 8.00861)
H (6.71600, 11.76931, 9.84848)

Forces on the atoms, in the same order (eV/Å):
Co -0.510 0.133 -0.242
C -0.152 -0.010 0.309
C 1.489 0.650 -1.101
C -0.191 0.295 0.718
C -0.645 -0.468 -0.074
C -1.399 -1.356 1.355
C 0.764 1.503 -0.754
N -1.232 -0.748 1.527
C -0.041 0.397 -0.933
C -0.642 0.865 0.365
C -0.710 -0.475 0.772
C -0.305 0.906 -0.296
C -0.697 -0.619 0.640
N 1.091 -1.493 0.615
C -0.458 0.240 -0.345
C 0.292 -0.358 0.151
C 0.639 0.622 -0.336
C -1.172 0.124 0.217
C 0.932 -0.059 -0.087
C -1.381 0.916 -0.029
N 0.749 -0.275 0.070
H 0.339 -0.184 -0.118
H -0.217 0.221 -0.614
H -0.402 -0.026 0.388
H 0.921 -0.363 -0.911
H 0.623 0.907 -0.530
H 0.461 -0.523 -0.194
H 0.437 -0.089 -0.210
H -0.090 -0.104 -0.010
H 0.415 0.097 -0.244
H 0.607 0.126 0.062
H -0.089 -0.346 -0.059
H -0.024 -0.160 0.231
H 0.102 0.047 -0.136
H 0.140 -0.056 0.255
H -0.067 -0.388 -0.167
C -0.527 -0.129 -0.567
C 0.598 -0.059 0.351
C 0.109 -1.482 0.387
C -0.313 0.352 -0.293
C 0.588 -0.290 0.413
C -0.625 0.675 -0.078
C 0.254 0.947 0.478
C 0.280 -0.680 -0.501
C 0.348 0.413 0.360
C 0.787 -1.662 -0.149
C -0.294 -0.688 -0.235
C 0.378 1.538 0.024
C 1.463 -0.623 -0.519
C 1.379 -0.373 0.420
C -1.035 0.395 -0.243
N -0.057 1.122 0.299
H 0.070 0.300 0.064
H -0.619 -0.187 -0.215
H 0.065 0.804 -0.484
H 0.357 -0.204 0.093
H 0.006 -0.070 0.065
H -0.279 -0.284 -0.070
H -0.159 0.762 0.138
H -0.220 -0.866 -0.004
H -2.041 -0.224 0.197
H -0.410 0.727 -0.033
C 0.176 0.163 0.603
C -0.270 -0.926 0.081
O -0.607 -0.040 -0.443
C 0.513 0.685 0.717
C 0.419 0.182 0.464
C -0.138 -0.331 -1.176
C -0.626 -0.155 0.919
C 0.638 0.822 1.095
C -0.732 0.074 -0.790
O 0.333 -0.379 -0.173
H -0.350 -0.287 -0.041
H -0.226 0.058 -0.353
H 0.478 0.554 -0.032
H 0.119 -0.247 -0.301
H 0.424 0.197 0.519
H -0.517 0.083 -0.140
H 0.683 -0.615 -1.139


# 4
The following is a quantum chemistry calculation of C5H5NS2 as an isolated structure at a distorted geometry, from OMol25.

Results
LUMO level in eV: 0.23
Spin multiplicity: 1

CARTESIAN COORDINATES (ANGSTROEM)
C (0.01610, 0.07564, 2.18388)
C (0.58770, -0.24339, 0.93943)
C (-0.98467, 0.99363, 2.13704)
C (-0.22618, 0.25386, -0.04849)
C (0.57212, -0.96196, -2.41362)
N (0.18835, 0.19078, -1.84547)
S (0.50166, -1.14283, -4.05404)
S (-1.56303, 1.20667, 0.48250)
H (0.46467, -0.25165, 3.19725)
H (1.52293, -0.80654, 0.71555)
H (-1.60113, 1.53521, 2.77917)
H (1.03362, -1.67061, -1.89405)
H (-0.51211, 0.82119, -2.17915)

Forces on the atoms, in the same order (eV/Å):
C 1.261 0.509 3.380
C -0.284 -0.501 -2.012
C -0.526 -0.920 -2.436
C 1.796 -0.473 -3.892
C -2.070 3.512 -3.873
N -1.087 -0.101 6.401
S -0.077 -0.154 0.399
S 1.503 -0.418 0.186
H -0.732 0.585 -1.892
H -1.023 0.494 0.471
H -0.458 0.237 1.671
H 1.710 -2.675 2.824
H -0.013 -0.097 -1.227


Computed calculated total energy, in the same sequence as the records: -227.0241 -2924.5137 -3295.7963 -1044.5477 Ha.